Version w
The following is a quantum chemistry calculation of a 14-piece molecular cluster, C56H154N14O14 overall, from the OMol25 dataset.

Last column: Löwdin charge in e.
Cartesian coordinates (Å):
C (-1.4336, -0.7454, -7.2331)  -0.036
C (-1.3055, 0.3731, -6.1619)  -0.422
C (-1.9242, 0.0850, -4.8616)  -0.192
O (-3.3590, -0.0298, -5.1337)  -0.205
C (-4.1605, 0.3062, -4.0188)  -0.098
N (0.1176, 0.8339, -6.0095)  0.036
H (-0.8050, -1.6031, -7.0544)  0.068
H (-1.2257, -0.3390, -8.2223)  0.077
H (-2.4498, -1.0523, -7.1444)  0.053
H (-1.9378, 1.2405, -6.5857)  0.157
H (-1.7828, 0.9310, -4.1617)  0.124
H (-1.5324, -0.8725, -4.4588)  0.116
H (-5.1761, 0.0321, -4.3825)  0.104
H (-4.0394, 1.2982, -3.7401)  0.062
H (-3.9738, -0.3690, -3.1942)  0.071
H (0.1408, 1.7919, -5.6105)  0.078
H (0.5996, 0.9134, -6.8915)  0.069
C (-2.0600, 4.3851, 3.6425)  -0.065
C (-2.6568, 5.0188, 2.3846)  -0.402
C (-2.4666, 6.6167, 2.3545)  -0.205
O (-3.0123, 7.0907, 1.1832)  -0.194
C (-2.7656, 8.4134, 0.8251)  -0.108
N (-1.9686, 4.4565, 1.2413)  0.029
H (-0.9792, 4.4157, 3.6853)  0.072
H (-2.2694, 3.3295, 3.6608)  0.052
H (-2.5008, 4.8154, 4.5327)  0.074
H (-3.7412, 4.7849, 2.3620)  0.131
H (-1.3643, 6.8657, 2.3727)  0.130
H (-2.9248, 7.0797, 3.2594)  0.127
H (-1.7026, 8.5573, 0.9428)  0.067
H (-3.2401, 9.2150, 1.3770)  0.084
H (-3.0355, 8.5543, -0.2111)  0.090
H (-2.3782, 4.7472, 0.3627)  0.069
H (-2.1890, 3.4544, 1.2337)  0.048
C (-1.5468, -5.2875, 2.1641)  -0.055
C (-0.7990, -5.2114, 0.8141)  -0.431
C (0.4832, -6.0460, 0.8450)  -0.246
O (1.2415, -5.8590, -0.2963)  -0.189
C (2.2094, -4.7765, -0.1963)  -0.055
N (-1.6764, -5.5256, -0.3055)  0.054
H (-0.8670, -4.9017, 2.9657)  0.071
H (-1.8577, -6.3033, 2.4294)  0.081
H (-2.4242, -4.6466, 2.2162)  0.064
H (-0.4032, -4.1529, 0.6805)  0.134
H (0.2444, -7.1094, 0.9336)  0.131
H (1.0845, -5.7648, 1.7167)  0.116
H (1.7017, -3.8546, -0.0317)  0.041
H (2.7554, -4.7671, -1.1488)  0.092
H (2.8616, -4.9864, 0.6586)  0.089
H (-1.1424, -5.5120, -1.1919)  0.064
H (-2.1317, -6.4352, -0.1825)  0.089
C (0.0413, 4.8386, -1.8562)  -0.035
C (1.1756, 5.1744, -0.7988)  -0.398
C (1.1344, 6.6271, -0.3230)  -0.216
O (1.3554, 7.5151, -1.4062)  -0.189
C (1.6808, 8.8380, -0.9361)  -0.087
N (1.0840, 4.2234, 0.3182)  0.045
H (0.4490, 4.1770, -2.6472)  0.065
H (-0.2783, 5.7661, -2.3289)  0.063
H (-0.8822, 4.4000, -1.3863)  0.062
H (2.0711, 5.0031, -1.3827)  0.096
H (1.9361, 6.7160, 0.3793)  0.105
H (0.1798, 6.8499, 0.2052)  0.124
H (1.9874, 9.4698, -1.7714)  0.086
H (2.5205, 8.8084, -0.2426)  0.081
H (0.7867, 9.2142, -0.4314)  0.078
H (0.1181, 4.2752, 0.6910)  0.034
H (1.7390, 4.4635, 1.0690)  0.061
C (-9.3434, -2.8546, 0.7279)  -0.066
C (-7.9333, -3.5096, 0.9473)  -0.443
C (-6.8440, -2.7986, 0.1626)  -0.215
O (-5.7218, -3.6365, 0.0751)  -0.193
C (-4.5611, -2.9874, -0.3953)  -0.119
N (-7.7940, -3.6435, 2.3783)  0.037
H (-10.0574, -3.5478, 1.1974)  0.077
H (-9.5126, -2.6196, -0.3119)  0.058
H (-9.4214, -1.8697, 1.2677)  0.084
H (-8.0630, -4.5363, 0.5659)  0.141
H (-6.5072, -1.8305, 0.5996)  0.124
H (-7.1850, -2.6866, -0.9221)  0.144
H (-4.7038, -2.1909, -1.1189)  0.080
H (-3.8938, -3.6721, -0.8889)  0.043
H (-4.0809, -2.5734, 0.5183)  0.090
H (-6.8711, -4.0251, 2.5560)  0.071
H (-7.8078, -2.7421, 2.8141)  0.060
C (-3.0931, -5.3758, -7.0251)  -0.066
C (-4.2578, -5.1942, -6.1016)  -0.469
C (-4.1862, -3.8672, -5.3617)  -0.196
O (-3.0030, -3.7599, -4.5548)  -0.206
C (-3.0285, -4.5734, -3.4302)  -0.144
N (-5.5431, -5.3049, -6.8659)  0.018
H (-2.1058, -5.4803, -6.5573)  0.066
H (-3.1470, -4.5081, -7.6980)  0.082
H (-3.3290, -6.2818, -7.6514)  0.097
H (-4.2774, -6.0786, -5.4229)  0.142
H (-5.0341, -3.7730, -4.6313)  0.124
H (-4.2525, -3.0063, -6.0696)  0.134
H (-4.0385, -4.7841, -3.0927)  0.089
H (-2.4953, -4.0803, -2.6150)  0.053
H (-2.4993, -5.5150, -3.6893)  0.093
H (-6.2612, -5.0342, -6.1699)  0.072
H (-5.6475, -4.7565, -7.7451)  0.084
C (-3.3410, -0.1335, 2.1030)  -0.078
C (-4.3448, 0.7720, 1.4114)  -0.366
C (-5.2563, 1.4994, 2.4208)  -0.248
O (-5.7576, 0.6169, 3.3686)  -0.179
C (-6.5204, 1.3943, 4.2725)  -0.112
N (-3.6669, 1.7846, 0.4962)  0.059
H (-2.7473, -0.5971, 1.2983)  0.067
H (-3.6768, -0.9393, 2.7398)  0.062
H (-2.6496, 0.3653, 2.7879)  0.074
H (-4.9888, 0.0737, 0.7680)  0.135
H (-6.1072, 2.0476, 1.9525)  0.134
H (-4.6974, 2.2735, 2.9282)  0.100
H (-6.0328, 2.3239, 4.5967)  0.090
H (-6.7376, 0.6777, 5.0580)  0.089
H (-7.4827, 1.7330, 3.8241)  0.096
H (-4.3454, 2.1683, -0.1464)  0.071
H (-2.9501, 1.2982, -0.0633)  0.057
C (4.4620, 3.2486, 1.0459)  -0.069
C (5.4252, 3.4533, 2.2268)  -0.431
C (6.6048, 4.1437, 1.5619)  -0.221
O (7.2687, 3.1942, 0.7275)  -0.203
C (8.3745, 3.8118, 0.0986)  -0.117
N (4.8205, 4.2826, 3.2835)  0.060
H (4.8766, 2.5830, 0.2770)  0.075
H (4.2485, 4.2670, 0.6652)  0.085
H (3.5324, 2.7518, 1.3082)  0.050
H (5.7044, 2.4311, 2.4852)  0.122
H (7.3250, 4.5405, 2.2833)  0.120
H (6.2678, 4.9831, 0.9414)  0.126
H (8.9666, 4.3334, 0.8326)  0.077
H (8.0415, 4.4793, -0.7231)  0.101
H (8.9832, 3.0324, -0.3373)  0.078
H (3.9907, 3.7604, 3.5711)  0.045
H (5.4113, 4.1381, 4.0681)  0.050
C (2.2789, -2.1319, 2.1260)  -0.045
C (3.7693, -1.7167, 2.2217)  -0.399
C (4.0761, -0.4241, 1.4505)  -0.201
O (3.9074, -0.4043, 0.0438)  -0.227
C (5.0670, -0.7270, -0.7376)  -0.081
N (3.9908, -1.3509, 3.5822)  0.033
H (1.7081, -1.4764, 2.7944)  0.059
H (2.0835, -3.1953, 2.4251)  0.087
H (1.8269, -2.1040, 1.1663)  0.037
H (4.4298, -2.4715, 1.7328)  0.143
H (5.1324, -0.1988, 1.5935)  0.124
H (3.4666, 0.4131, 1.7771)  0.101
H (5.4825, -1.7549, -0.4694)  0.111
H (5.8959, 0.0030, -0.6992)  0.083
H (4.7986, -0.6983, -1.7844)  0.057
H (4.9673, -1.1456, 3.7348)  0.093
H (3.7116, -2.0649, 4.2307)  0.086
C (1.3605, 1.3960, 4.1184)  -0.050
C (2.4407, 1.7448, 5.1752)  -0.416
C (2.2521, 0.8391, 6.3984)  -0.258
O (3.2549, 1.0499, 7.3678)  -0.189
C (3.2905, -0.0527, 8.3389)  -0.069
N (3.7899, 1.5188, 4.6477)  0.042
H (1.6038, 0.3840, 3.6736)  0.062
H (1.4243, 2.0560, 3.2680)  0.057
H (0.3900, 1.3596, 4.6066)  0.073
H (2.2704, 2.8051, 5.5225)  0.151
H (2.2560, -0.2507, 6.0058)  0.136
H (1.2710, 1.0575, 6.8211)  0.117
H (4.1883, 0.0962, 8.8928)  0.071
H (3.3706, -1.0458, 7.9272)  0.068
H (2.3751, 0.0148, 8.9660)  0.094
H (3.8777, 0.5017, 4.5309)  0.031
H (4.5363, 1.7516, 5.3183)  0.086
C (3.7787, -2.7984, -3.8145)  -0.039
C (2.5147, -2.2806, -4.5142)  -0.473
C (1.3364, -3.0848, -4.0950)  -0.187
O (1.5403, -4.4847, -4.3851)  -0.162
C (0.3797, -5.2021, -4.3749)  -0.147
N (2.3461, -0.8971, -4.2721)  0.069
H (4.0073, -3.8252, -4.0564)  0.076
H (3.5646, -2.7656, -2.7054)  0.083
H (4.5702, -2.1399, -4.0400)  0.053
H (2.6512, -2.4630, -5.5956)  0.150
H (0.3923, -2.7086, -4.4836)  0.118
H (1.4326, -2.9900, -3.0259)  0.107
H (-0.1121, -5.2422, -3.3662)  0.088
H (0.5593, -6.1972, -4.6558)  0.071
H (-0.3446, -4.8896, -5.1612)  0.084
H (2.4071, -0.6427, -3.3070)  0.050
H (1.5993, -0.3815, -4.7449)  0.041
C (-0.0287, -4.7329, 6.5952)  -0.049
C (0.5043, -3.2971, 6.5023)  -0.470
C (-0.5511, -2.4544, 5.8155)  -0.241
O (-0.6044, -2.8541, 4.5038)  -0.194
C (-1.5497, -2.1498, 3.7586)  -0.120
N (0.8334, -2.8788, 7.8192)  0.052
H (0.7896, -5.3218, 6.9993)  0.082
H (-0.2302, -5.0477, 5.5929)  0.059
H (-0.9521, -4.8295, 7.1902)  0.093
H (1.3825, -3.3513, 5.9075)  0.120
H (-0.2583, -1.3922, 5.9057)  0.121
H (-1.5246, -2.6374, 6.3635)  0.150
H (-2.5363, -2.3095, 4.1703)  0.092
H (-1.4785, -2.4810, 2.7189)  0.084
H (-1.3341, -1.0764, 3.8145)  0.078
H (0.7225, -1.8930, 7.9829)  0.055
H (0.1559, -3.3504, 8.4127)  0.074
C (3.9793, 4.0727, -3.3387)  -0.052
C (3.9691, 2.8180, -4.2202)  -0.437
C (4.9880, 1.8682, -3.7317)  -0.220
O (6.2679, 2.4753, -3.8882)  -0.190
C (7.2894, 1.8176, -3.1930)  -0.115
N (2.5918, 2.3041, -4.3286)  0.055
H (5.0030, 4.4539, -3.3358)  0.076
H (3.7189, 3.8276, -2.2989)  0.062
H (3.2670, 4.8089, -3.7239)  0.081
H (4.2627, 3.1495, -5.2282)  0.145
H (4.9803, 0.8600, -4.1259)  0.115
H (4.8655, 1.7521, -2.6278)  0.118
H (7.2437, 1.9721, -2.1123)  0.077
H (8.1792, 2.2368, -3.6054)  0.076
H (7.3829, 0.7533, -3.5082)  0.099
H (2.3061, 1.8696, -3.4677)  0.016
H (2.6998, 1.4956, -4.9515)  0.045
C (0.5892, 0.6042, 0.7817)  -0.029
C (0.8267, 0.3340, -0.7086)  -0.423
C (-0.3244, 0.5747, -1.6437)  -0.186
O (-1.5147, -0.1566, -1.2849)  -0.218
C (-1.3279, -1.5492, -1.4702)  -0.095
N (1.9106, 1.1319, -1.2586)  0.069
H (1.4378, 0.2947, 1.4135)  0.040
H (-0.1768, -0.0652, 1.1164)  0.054
H (0.1807, 1.6225, 0.9299)  0.083
H (1.1496, -0.7187, -0.8059)  0.122
H (-0.0133, 0.3237, -2.7066)  0.117
H (-0.6840, 1.6176, -1.6999)  0.128
H (-0.5611, -1.9671, -0.8418)  0.062
H (-1.0983, -1.7789, -2.5772)  0.098
H (-2.2569, -2.0744, -1.1588)  0.069
H (1.7235, 2.0796, -0.9813)  0.049
H (2.8067, 0.9555, -0.8324)  0.043

=====

Version x
The following is a quantum chemistry calculation of a 14-piece molecular cluster, C56H154N14O14 overall, from the OMol25 dataset.

Last column: Löwdin charge in e.
Cartesian coordinates (Å):
C (-1.5416, -3.0790, 7.8442)  -0.074
C (-0.6732, -2.0069, 7.1653)  -0.436
C (0.8543, -2.2480, 7.1592)  -0.202
O (1.4451, -1.1726, 6.4578)  -0.215
C (2.0709, -0.0695, 7.1303)  -0.070
N (-1.2739, -1.7754, 5.8420)  0.043
H (-2.5950, -2.8349, 7.7070)  0.080
H (-1.3173, -3.0944, 8.9108)  0.071
H (-1.2904, -4.1131, 7.6083)  0.071
H (-0.9067, -1.1583, 7.8084)  0.125
H (1.0423, -3.1989, 6.6607)  0.118
H (1.2160, -2.5930, 8.1278)  0.123
H (1.4128, 0.3481, 7.8922)  0.083
H (2.3324, 0.7101, 6.4147)  0.085
H (2.9300, -0.5238, 7.6238)  0.083
H (-1.2143, -2.7194, 5.4878)  0.062
H (-0.6856, -1.2521, 5.2094)  0.053
C (-0.6878, 9.2224, 0.0228)  -0.069
C (0.2273, 8.1202, 0.5435)  -0.461
C (0.4730, 7.0166, -0.4745)  -0.139
O (-0.7853, 6.4587, -1.0251)  -0.221
C (-1.4001, 5.6315, -0.0540)  -0.113
N (1.3611, 8.8393, 1.0527)  0.016
H (-0.3166, 9.7218, -0.8722)  0.082
H (-1.0088, 9.9419, 0.7760)  0.081
H (-1.5232, 8.6811, -0.4212)  0.066
H (-0.1931, 7.6988, 1.4566)  0.124
H (1.0278, 6.1560, -0.1009)  0.125
H (0.8460, 7.3979, -1.4251)  0.128
H (-2.4529, 5.4756, -0.2894)  0.090
H (-1.2063, 6.0100, 0.9496)  0.073
H (-0.9306, 4.6516, -0.1406)  0.081
H (1.8600, 9.2864, 0.2968)  0.070
H (1.0407, 9.5739, 1.6673)  0.069
C (-2.7144, -8.8574, 4.5871)  -0.052
C (-2.9112, -7.2871, 4.6514)  -0.405
C (-3.2157, -6.7427, 3.2452)  -0.249
O (-3.3379, -5.3796, 3.2188)  -0.175
C (-3.9262, -4.9114, 2.0902)  -0.146
N (-3.9868, -6.8520, 5.5351)  0.039
H (-3.1854, -9.3001, 5.4648)  0.070
H (-1.6695, -9.1675, 4.5788)  0.064
H (-3.0653, -9.3172, 3.6633)  0.065
H (-1.9440, -6.9787, 5.0483)  0.127
H (-4.1881, -7.1667, 2.9951)  0.129
H (-2.4220, -7.0770, 2.5770)  0.131
H (-3.7967, -3.8296, 2.0615)  0.094
H (-4.9962, -5.1185, 2.0664)  0.092
H (-3.5794, -5.2515, 1.1144)  0.092
H (-4.8708, -7.3121, 5.3711)  0.071
H (-4.0813, -5.9615, 5.0680)  0.052
C (4.0633, 4.6485, -4.7707)  -0.067
C (3.2017, 4.1964, -5.9256)  -0.475
C (3.8154, 4.5436, -7.3242)  -0.234
O (4.0477, 5.8975, -7.4877)  -0.204
C (4.8499, 6.3164, -8.6118)  -0.060
N (2.8021, 2.8270, -5.7887)  0.049
H (4.9208, 3.9800, -4.6942)  0.083
H (3.4675, 4.7725, -3.8664)  0.075
H (4.3984, 5.6595, -5.0024)  0.072
H (2.4191, 4.9550, -5.9208)  0.129
H (3.0685, 4.2283, -8.0527)  0.116
H (4.6835, 3.9260, -7.5548)  0.121
H (4.0694, 6.3722, -9.3706)  0.083
H (5.5496, 5.5107, -8.8341)  0.084
H (5.2513, 7.3276, -8.5455)  0.086
H (2.1556, 2.7105, -6.5558)  0.067
H (2.1977, 2.7693, -4.9816)  0.076
C (-6.8230, -8.2731, -3.4692)  -0.070
C (-6.8372, -8.1628, -5.0052)  -0.413
C (-5.5306, -7.6512, -5.5633)  -0.265
O (-5.2601, -6.4097, -5.0678)  -0.209
C (-4.0048, -5.7201, -5.2250)  -0.056
N (-7.0617, -9.5482, -5.4466)  0.026
H (-5.9303, -8.7836, -3.1077)  0.080
H (-7.6905, -8.7281, -2.9911)  0.075
H (-6.6735, -7.2399, -3.1558)  0.069
H (-7.6462, -7.4697, -5.2359)  0.136
H (-5.5406, -7.6315, -6.6531)  0.121
H (-4.6896, -8.3241, -5.3955)  0.125
H (-4.0620, -4.7867, -4.6651)  0.087
H (-3.8255, -5.5553, -6.2875)  0.085
H (-3.2540, -6.3640, -4.7669)  0.085
H (-7.6050, -10.1137, -4.8101)  0.059
H (-7.6357, -9.5679, -6.2774)  0.064
C (1.0796, 1.0939, 2.1371)  -0.071
C (0.9986, -0.3050, 1.5818)  -0.466
C (1.0744, -0.3968, -0.0035)  -0.141
O (0.4562, 0.5695, -0.9537)  -0.213
C (-0.9007, 0.1945, -1.3958)  -0.086
N (2.0549, -1.1055, 2.0962)  0.041
H (0.6748, 1.2015, 3.1434)  0.071
H (0.5686, 1.7897, 1.4716)  0.069
H (2.0748, 1.5307, 2.2212)  0.077
H (-0.0338, -0.6273, 1.7168)  0.128
H (0.7860, -1.4012, -0.3132)  0.116
H (2.1233, -0.1364, -0.1459)  0.113
H (-1.3973, -0.1766, -0.4992)  0.073
H (-0.9786, -0.5857, -2.1529)  0.074
H (-1.5100, 0.9976, -1.8102)  0.077
H (1.9677, -1.0729, 3.1019)  0.069
H (2.9278, -0.6001, 2.0431)  0.075
C (-4.3213, 1.7742, 2.6715)  -0.080
C (-4.1786, 2.7717, 3.8539)  -0.357
C (-5.3187, 3.8572, 3.7270)  -0.176
O (-4.8807, 5.0179, 3.0307)  -0.184
C (-4.1290, 5.9887, 3.6832)  -0.132
N (-4.3340, 1.8359, 4.9975)  0.003
H (-4.5571, 2.2652, 1.7274)  0.067
H (-5.0708, 1.0082, 2.8704)  0.077
H (-3.3445, 1.3112, 2.5312)  0.066
H (-3.2389, 3.3229, 3.8894)  0.119
H (-5.6485, 4.2312, 4.6962)  0.112
H (-6.2415, 3.4073, 3.3607)  0.122
H (-4.5994, 6.5733, 4.4739)  0.084
H (-3.8480, 6.7810, 2.9893)  0.086
H (-3.1989, 5.6221, 4.1175)  0.076
H (-5.2417, 1.6308, 5.3900)  0.065
H (-3.9342, 0.9155, 4.8826)  0.057
C (3.1094, -6.3388, -0.4124)  -0.059
C (2.0561, -6.5029, 0.7182)  -0.386
C (2.8104, -6.6187, 2.1237)  -0.246
O (3.8116, -7.5676, 2.1159)  -0.201
C (4.4485, -7.8427, 3.3900)  -0.080
N (1.2089, -5.3138, 0.7919)  0.029
H (3.8772, -7.1076, -0.3255)  0.068
H (3.5960, -5.3721, -0.2826)  0.070
H (2.7377, -6.3139, -1.4367)  0.071
H (1.5700, -7.4758, 0.6453)  0.131
H (2.1622, -6.8587, 2.9665)  0.110
H (3.1827, -5.6372, 2.4171)  0.115
H (4.7616, -8.8714, 3.2112)  0.087
H (3.8340, -7.9777, 4.2801)  0.079
H (5.2483, -7.1464, 3.6420)  0.082
H (1.7578, -4.4757, 0.9201)  0.061
H (0.5657, -5.4046, 1.5653)  0.060
C (-3.1016, 4.8412, -6.3321)  -0.053
C (-3.2893, 6.4147, -6.1760)  -0.398
C (-4.1080, 6.9366, -7.3586)  -0.240
O (-3.7604, 6.5151, -8.6029)  -0.169
C (-4.5130, 6.9181, -9.6384)  -0.156
N (-3.9966, 6.6908, -4.9450)  0.023
H (-3.9877, 4.2144, -6.4329)  0.070
H (-2.5654, 4.4811, -5.4541)  0.062
H (-2.5603, 4.5952, -7.2457)  0.063
H (-2.2844, 6.8326, -6.1158)  0.132
H (-3.8679, 7.9989, -7.3149)  0.123
H (-5.1889, 6.8114, -7.2936)  0.133
H (-4.5604, 7.9892, -9.8353)  0.092
H (-5.5486, 6.5808, -9.5954)  0.088
H (-4.1290, 6.3955, -10.5145)  0.096
H (-3.3888, 6.7502, -4.1405)  0.070
H (-4.3347, 7.6412, -4.8944)  0.066
C (6.8239, -2.2355, 5.2208)  -0.076
C (7.3533, -0.7821, 5.1302)  -0.395
C (8.9250, -0.7835, 5.3109)  -0.197
O (9.1815, -1.3016, 6.5898)  -0.188
C (10.4986, -1.5724, 6.8077)  -0.146
N (6.8729, -0.3189, 3.8208)  0.026
H (5.7586, -2.3355, 5.0126)  0.070
H (7.0379, -2.5683, 6.2364)  0.068
H (7.4001, -2.8337, 4.5149)  0.069
H (6.8525, -0.3158, 5.9786)  0.135
H (9.1931, 0.2730, 5.2980)  0.116
H (9.4619, -1.2465, 4.4830)  0.124
H (10.4514, -2.1329, 7.7414)  0.093
H (11.0990, -0.6677, 6.9039)  0.093
H (10.9294, -2.3131, 6.1341)  0.090
H (7.4455, -0.5238, 3.0144)  0.063
H (7.0086, 0.6817, 3.7976)  0.058
C (10.6492, -5.7102, 1.1097)  -0.064
C (9.2340, -5.5570, 1.6054)  -0.418
C (8.3568, -4.7049, 0.7414)  -0.213
O (8.7887, -3.3286, 0.6532)  -0.206
C (8.0111, -2.5724, -0.2372)  -0.127
N (8.6706, -6.9425, 1.5025)  0.038
H (10.9919, -4.7907, 0.6352)  0.077
H (10.7486, -6.4903, 0.3548)  0.077
H (11.3265, -6.0154, 1.9073)  0.080
H (9.2341, -5.1270, 2.6070)  0.140
H (7.3144, -4.5730, 1.0313)  0.122
H (8.3081, -5.0904, -0.2771)  0.123
H (8.0376, -2.9179, -1.2707)  0.089
H (8.4624, -1.5807, -0.2045)  0.086
H (7.0001, -2.4722, 0.1576)  0.085
H (8.6334, -7.0403, 0.4980)  0.057
H (7.6854, -6.9166, 1.7233)  0.054
C (-9.0819, 2.6623, -1.2627)  -0.048
C (-8.2087, 2.9328, -2.4995)  -0.455
C (-8.4823, 4.2433, -3.2915)  -0.157
O (-9.8631, 4.6749, -3.4539)  -0.195
C (-10.6505, 3.9281, -4.3577)  -0.128
N (-6.8080, 2.8856, -2.1943)  0.030
H (-9.8787, 1.9758, -1.5489)  0.071
H (-9.5626, 3.6053, -1.0020)  0.076
H (-8.5187, 2.2252, -0.4382)  0.072
H (-8.4381, 2.0281, -3.0625)  0.116
H (-8.1145, 4.1226, -4.3105)  0.119
H (-7.9571, 5.0939, -2.8571)  0.125
H (-10.6481, 2.8642, -4.1205)  0.086
H (-10.3845, 4.0126, -5.4113)  0.075
H (-11.6240, 4.3761, -4.5565)  0.085
H (-6.6556, 3.1508, -1.2318)  0.065
H (-6.3433, 3.5907, -2.7484)  0.061
C (3.1506, -1.1765, -11.4583)  -0.045
C (2.8581, -2.2929, -10.4135)  -0.428
C (2.4005, -1.8940, -9.0046)  -0.249
O (1.9440, -2.9647, -8.2267)  -0.203
C (1.6767, -2.5729, -6.8477)  -0.065
N (1.7881, -3.0660, -11.0202)  0.023
H (2.2411, -0.6824, -11.8002)  0.076
H (3.7335, -1.6352, -12.2569)  0.085
H (3.6602, -0.4575, -10.8169)  0.072
H (3.6757, -2.9874, -10.2202)  0.131
H (1.5731, -1.1848, -9.0273)  0.132
H (3.3604, -1.5757, -8.5981)  0.122
H (2.3562, -1.7518, -6.6190)  0.073
H (1.9992, -3.3576, -6.1634)  0.088
H (0.6602, -2.1810, -6.8115)  0.087
H (0.9615, -3.1674, -10.4488)  0.062
H (1.4191, -2.3491, -11.6285)  0.038
C (-1.4044, 5.4525, 9.4515)  -0.066
C (-1.4797, 4.9608, 8.0561)  -0.491
C (-0.2433, 5.2625, 7.2479)  -0.210
O (0.0342, 6.6588, 7.0555)  -0.179
C (1.4110, 6.8851, 7.2485)  -0.128
N (-1.6671, 3.5270, 8.1304)  0.042
H (-0.5997, 5.0023, 10.0327)  0.090
H (-2.3797, 5.2424, 9.8906)  0.082
H (-1.1996, 6.5132, 9.3063)  0.083
H (-2.3059, 5.4651, 7.5549)  0.137
H (-0.4146, 4.8079, 6.2722)  0.119
H (0.6366, 4.7345, 7.6154)  0.120
H (1.8587, 6.5781, 8.1937)  0.087
H (1.6806, 7.9364, 7.1480)  0.085
H (1.8453, 6.3417, 6.4093)  0.088
H (-1.8879, 3.0110, 7.2906)  0.066
H (-2.4395, 3.3830, 8.7651)  0.067

=====

Ranking the structures above from most stable to least stable yields version w, version x.